No. 1
91
Properties=species:S:1:pos:R:3:lowdin_spin:R:1 method="wB97M-V/def2-TZVPD" homo_lumo_gap_ev="7.283 / 7.279" spin_multiplicity=5 s_squared=6.008 e_homo_ev="-5.1 / -5.1" de_lowest_kj_mol=146.9 charge=-1 largest_force_ha_per_bohr=0.064
C 3.02 -2.47 -3.10 0.00
C 2.34 -1.75 -4.22 0.00
H 2.56 -3.47 -2.98 0.00
H 2.88 -1.89 -2.17 0.00
H 4.12 -2.64 -3.24 0.00
C 2.39 -2.37 -5.43 0.00
C 2.94 -3.75 -5.71 0.00
H 2.06 -1.86 -6.33 0.00
H 2.45 -4.52 -5.10 0.00
H 4.04 -3.87 -5.56 0.00
H 2.73 -3.96 -6.77 0.00
Fe 1.40 0.51 -0.10 3.71
Cl 2.78 1.35 -1.59 0.11
C -0.29 2.77 0.43 0.01
O -0.36 1.57 0.02 0.03
N -1.35 3.59 0.54 0.01
C -2.76 3.14 0.41 0.00
C -1.11 5.02 0.44 0.00
H 0.69 3.20 0.71 0.00
H -3.00 2.39 1.15 0.00
H -2.98 2.79 -0.60 0.00
H -3.41 4.00 0.60 0.00
H -0.30 5.27 1.12 0.00
H -2.02 5.57 0.70 0.00
H -0.81 5.31 -0.58 0.00
H -3.26 2.05 6.72 0.00
H -1.03 1.13 7.26 0.00
C -3.48 1.22 6.04 0.00
C -1.30 0.25 6.65 0.00
N -2.21 0.66 5.58 0.00
H -4.04 1.56 5.17 0.00
C -2.08 0.25 4.28 0.00
O -2.96 0.34 3.44 0.00
H -0.39 -0.17 6.20 0.00
H -1.05 -0.17 4.10 0.00
H -4.06 0.46 6.59 0.00
H -1.78 -0.50 7.31 0.00
H -0.93 -5.23 3.77 0.00
H 0.18 -4.12 0.57 0.00
C -1.71 -5.02 3.01 0.00
C -0.85 -4.42 0.78 0.00
N -1.28 -3.99 2.09 0.00
H -2.62 -4.68 3.54 0.00
C -1.08 -2.73 2.58 0.00
O -0.47 -1.80 2.00 0.00
H -1.49 -3.99 0.00 0.00
H -1.52 -2.62 3.58 0.00
H -1.91 -5.93 2.43 0.00
H -0.95 -5.50 0.74 0.00
O 1.04 -0.14 -2.84 0.01
C 1.89 -0.35 -3.96 0.00
C 0.45 -0.16 -6.08 0.00
C 1.33 0.42 -5.16 0.00
H 0.19 -1.22 -5.99 0.00
C -0.04 0.62 -7.13 0.00
H 2.80 0.17 -3.66 0.00
C 1.70 1.76 -5.26 0.00
H -0.74 0.15 -7.82 0.00
C 0.36 1.96 -7.30 0.00
C 1.22 2.52 -6.34 0.00
H 2.38 2.17 -4.51 0.00
H -0.09 2.59 -8.09 0.00
H 1.54 3.57 -6.43 0.00
Si -0.68 -0.31 -2.46 0.00
Cl 0.44 -2.08 -1.15 0.02
C -1.61 -1.04 -3.94 0.00
C -0.94 1.63 -2.90 0.00
C -2.01 -0.66 -1.14 0.00
H -1.60 -0.35 -4.80 0.00
H -2.67 -1.19 -3.67 0.00
H -1.17 -2.01 -4.22 0.00
H -2.78 -1.31 -1.62 0.00
H -2.51 0.27 -0.82 0.00
H -1.61 -1.20 -0.25 0.00
H -1.12 1.73 -3.98 0.00
H -0.06 2.26 -2.68 0.00
H -1.82 2.04 -2.39 0.00
Cl 1.81 2.42 8.31 0.00
C 2.05 1.92 6.72 0.00
C 3.01 0.95 6.42 0.00
C 3.08 0.42 5.13 0.00
C 2.26 0.92 4.11 0.00
C 1.33 1.93 4.41 0.00
C 1.27 2.46 5.70 0.00
C 2.32 0.28 2.71 0.01
O 2.94 -0.80 2.62 0.01
O 1.71 0.97 1.77 0.06
H 3.66 0.57 7.20 0.00
H 3.77 -0.41 4.90 0.00
H 0.65 2.27 3.62 0.00
H 0.58 3.26 5.91 0.00



No. 2
21
Properties=species:S:1:pos:R:3:mulliken_charge:R:1 method="wB97M-V/def2-TZVPD" homo_lumo_gap_ev=11.151 e_homo_ev=-11.4 de_lowest_kj_mol=292.5 charge=0 largest_force_ha_per_bohr=0.106
H 1.24 0.30 -1.39 0.32
H 0.47 1.05 -0.24 0.29
H 1.05 -3.34 -1.34 0.32
H 1.66 -3.80 -2.62 0.31
H 1.32 -2.52 2.78 0.29
H 1.49 -1.36 1.76 0.30
H 2.14 1.43 2.90 0.30
H 1.32 2.38 3.70 0.32
H -3.40 0.10 1.77 0.32
H -2.63 1.17 2.30 0.30
H -0.39 4.32 -3.06 0.32
H 0.70 4.20 -4.03 0.30
H -1.58 -2.12 -0.47 0.29
H -2.76 -2.27 -1.34 0.30
O 0.38 0.61 -1.11 -0.61
O 1.69 -3.00 -2.07 -0.63
O 0.93 -2.07 2.12 -0.59
O 1.71 1.48 3.74 -0.62
O -3.47 1.06 1.95 -0.61
O -0.12 4.58 -3.98 -0.62
O -1.76 -2.22 -1.37 -0.59



No. 3
94
Properties=species:S:1:pos:R:3:mulliken_charge:R:1 method="wB97M-V/def2-TZVPD" homo_lumo_gap_ev=7.968 e_homo_ev=-7.9 de_lowest_kj_mol=346.5 charge=0 largest_force_ha_per_bohr=0.059
Ca -0.21 1.71 -0.32 0.79
C -0.95 -1.87 -4.59 -2.53
C -0.48 -2.20 -3.19 1.01
C 0.88 -2.32 -2.89 2.08
C 1.92 -1.98 -3.93 -2.98
C 1.29 -2.72 -1.62 1.20
C 2.78 -2.87 -1.37 -2.63
C 0.35 -3.01 -0.63 1.13
C 0.74 -3.45 0.76 -1.52
C -1.02 -2.90 -0.93 0.81
C -2.05 -3.33 0.08 -2.37
C -1.43 -2.44 -2.19 1.97
C -2.89 -2.20 -2.45 -2.81
H -1.10 -0.80 -4.72 0.41
H -1.89 -2.36 -4.80 0.52
H -0.23 -2.21 -5.33 0.43
H 2.30 -2.88 -4.43 0.38
H 2.77 -1.47 -3.47 0.56
H 1.52 -1.31 -4.69 0.48
H 3.26 -1.90 -1.23 0.33
H 3.26 -3.34 -2.23 0.53
H 3.00 -3.50 -0.51 0.48
H 0.61 -4.53 0.88 0.49
H 0.13 -2.95 1.51 -0.35
H 1.78 -3.22 0.98 0.07
H -2.39 -2.49 0.70 0.16
H -1.66 -4.11 0.73 0.46
H -2.93 -3.74 -0.43 0.50
H -3.39 -3.10 -2.81 0.37
H -3.03 -1.41 -3.20 0.48
H -3.40 -1.86 -1.55 0.45
F -2.79 3.13 -0.57 -0.19
C -2.36 4.22 -1.23 0.79
F -3.09 5.26 -0.80 -0.25
F -2.54 4.09 -2.52 -0.17
S -0.61 4.68 -0.76 0.96
O 0.32 3.59 -0.95 -0.78
O -0.40 5.88 -1.49 -0.69
N -0.83 4.90 0.80 -0.67
S -0.22 3.77 1.68 1.24
O 1.19 3.77 1.88 -0.68
O -0.84 2.47 1.50 -0.76
C -0.96 4.26 3.31 0.53
F -0.67 5.51 3.65 -0.20
F -2.29 4.11 3.25 -0.23
F -0.49 3.44 4.26 -0.20
S 2.78 1.66 -0.27 -0.45
C 3.04 0.98 1.25 0.45
N 2.94 -0.34 1.45 0.15
C 3.22 -0.98 2.73 -0.65
C 2.86 -0.03 3.86 -0.21
C 3.59 1.29 3.66 -0.80
N 3.43 1.75 2.28 -0.11
H 2.59 -0.87 0.67 -0.19
H 4.28 -1.25 2.79 0.43
H 2.62 -1.89 2.80 0.27
H 3.15 -0.47 4.81 0.51
H 1.79 0.14 3.84 -0.21
H 4.65 1.18 3.88 0.32
H 3.18 2.05 4.32 0.42
H 3.32 2.74 2.11 0.32
C -1.52 -2.35 4.67 -1.16
C -2.39 -1.11 4.89 0.58
C -3.81 -1.32 4.36 -1.48
C -1.73 0.13 4.29 -1.45
N -1.51 0.03 2.86 0.94
C -2.36 0.16 1.83 -0.96
N -1.69 -0.01 0.72 -0.27
N -0.42 -0.20 1.08 0.26
N -0.29 -0.17 2.35 -0.22
H -1.99 -3.22 5.13 0.46
H -0.53 -2.22 5.09 0.35
H -1.41 -2.56 3.60 0.03
H -2.45 -0.91 5.96 0.37
H -3.79 -1.66 3.32 0.26
H -4.39 -0.40 4.44 0.37
H -4.31 -2.09 4.95 0.43
H -0.74 0.29 4.73 0.38
H -2.33 1.02 4.47 0.51
H -3.42 0.34 1.92 0.46
Br -2.09 1.82 -5.20 -0.13
C -0.20 1.87 -5.09 0.57
C 0.49 2.21 -6.24 -0.67
C 1.88 2.18 -6.26 -0.61
C 2.57 1.78 -5.13 -0.97
C 1.88 1.44 -3.98 -0.34
C 0.49 1.49 -3.93 0.41
C -0.12 1.20 -2.59 1.79
O -1.19 1.76 -2.24 -1.05
O 0.52 0.47 -1.79 -0.20
H -0.06 2.49 -7.13 0.46
H 2.40 2.46 -7.16 0.40
H 3.66 1.73 -5.15 0.43
H 2.40 1.13 -3.08 0.21



No. 4
107
Properties=species:S:1:pos:R:3:lowdin_spin:R:1 method="wB97M-V/def2-TZVPD" homo_lumo_gap_ev="6.118 / 6.521" spin_multiplicity=5 s_squared=6.016 e_homo_ev="-3.8 / -4.2" de_lowest_kj_mol=0.0 charge=-1 largest_force_ha_per_bohr=0.042
Fe -0.24 0.68 0.40 3.65
C 1.23 6.32 3.67 0.00
C 0.86 5.99 2.22 0.00
C 1.34 6.81 1.21 0.00
C 1.14 6.44 -0.13 0.00
C 0.45 5.27 -0.39 0.00
C -0.08 4.53 0.71 0.01
N 0.13 4.90 1.97 0.00
Sb -1.64 3.03 0.31 0.06
C -1.37 2.23 2.31 0.02
C -2.13 2.59 3.41 0.00
C -1.75 2.14 4.66 0.00
C -0.59 1.37 4.79 0.00
C 0.14 1.05 3.66 0.01
C 1.49 0.37 3.70 0.00
N -0.32 1.44 2.44 0.04
C -3.68 -0.55 -0.19 0.01
C -4.96 -0.11 0.21 0.00
C -5.28 0.05 1.53 0.00
C -4.36 -0.35 2.48 0.00
C -3.10 -0.77 2.14 0.00
C -2.19 -1.42 3.11 0.00
N -2.76 -0.75 0.83 0.00
H 1.45 7.38 3.86 0.00
H 2.12 5.77 3.97 0.00
H 0.43 6.03 4.35 0.00
H 1.89 7.71 1.40 0.00
H 1.51 7.06 -0.92 0.00
H 0.37 4.87 -1.36 0.00
H -3.01 3.19 3.28 0.00
H -2.33 2.37 5.54 0.00
H -0.27 1.06 5.78 0.00
H 1.82 0.32 4.75 0.00
H 2.19 0.98 3.07 0.00
H 1.43 -0.65 3.29 0.00
H -5.73 -0.04 -0.56 0.00
H -6.27 0.32 1.92 0.00
H -4.57 -0.36 3.53 0.00
H -1.97 -2.41 2.72 0.00
H -2.67 -1.50 4.11 0.00
H -1.22 -0.89 3.24 0.00
C 5.08 0.57 -2.79 0.00
C 4.11 -0.50 -3.22 0.00
C 2.86 -0.56 -2.33 0.00
S 1.85 1.00 -2.33 0.02
O 0.64 0.54 -1.43 0.07
C 1.16 0.79 -4.00 0.00
C 0.32 2.01 -4.42 0.00
C -0.87 2.32 -3.52 0.00
H 5.97 0.51 -3.42 0.00
H 5.38 0.40 -1.76 0.00
H 4.57 1.52 -2.82 0.00
H 4.61 -1.47 -3.11 0.00
H 3.86 -0.33 -4.28 0.00
H 3.12 -0.66 -1.27 0.00
H 2.16 -1.33 -2.64 0.00
H 0.42 0.00 -3.85 0.00
H 1.94 0.56 -4.71 0.00
H 0.04 1.82 -5.45 0.00
H 0.95 2.92 -4.45 0.00
H -1.49 1.46 -3.37 0.00
H -1.49 3.10 -3.89 0.00
H -0.54 2.63 -2.53 0.00
C -1.38 -1.07 0.45 0.04
Ge -1.34 -2.81 -0.45 0.01
C -2.43 -4.15 0.44 0.00
C -3.79 -4.28 0.16 0.00
C -4.57 -5.22 0.81 0.00
C -4.01 -6.08 1.73 0.00
C -2.65 -5.99 2.03 0.00
C -1.88 -5.02 1.41 0.00
C -1.75 -2.71 -2.34 0.00
C -1.97 -1.45 -2.94 0.00
C -2.17 -1.40 -4.30 0.00
C -2.12 -2.53 -5.10 0.00
C -1.91 -3.76 -4.52 0.00
C -1.75 -3.81 -3.16 0.00
C 0.61 -3.33 -0.34 0.00
C 1.43 -2.83 0.68 0.00
C 2.81 -3.03 0.66 0.00
C 3.38 -3.76 -0.37 0.00
C 2.59 -4.25 -1.38 0.00
C 1.21 -4.06 -1.37 0.00
H -0.82 -1.35 1.37 0.01
H -4.28 -3.61 -0.57 0.00
H -5.63 -5.33 0.61 0.00
H -4.64 -6.81 2.20 0.00
H -2.15 -6.63 2.78 0.00
H -0.82 -4.93 1.64 0.00
H -1.97 -0.56 -2.31 0.00
H -2.36 -0.44 -4.80 0.00
H -2.28 -2.46 -6.17 0.00
H -1.90 -4.66 -5.10 0.00
H -1.60 -4.79 -2.66 0.00
H 1.07 -2.17 1.46 0.00
H 3.44 -2.57 1.38 0.00
H 4.44 -3.91 -0.38 0.00
H 3.04 -4.78 -2.23 0.00
H 0.65 -4.42 -2.22 0.00
F 6.18 3.19 0.92 0.00
C 4.87 3.34 0.75 0.00
F 4.43 4.36 1.49 0.00
F 4.72 3.73 -0.55 0.00
S 3.91 1.82 1.16 0.00
O 4.02 1.00 -0.04 0.00
O 4.64 1.30 2.30 0.00
O 2.61 2.40 1.41 0.00



No. 5
108
Properties=species:S:1:pos:R:3:lowdin_spin:R:1 method="wB97M-V/def2-TZVPD" homo_lumo_gap_ev="6.639 / 6.545" spin_multiplicity=5 s_squared=6.010 e_homo_ev="-11.3 / -11.3" de_lowest_kj_mol=22.3 charge=+2 largest_force_ha_per_bohr=0.059
Cr -16.46 9.81 23.81 3.73
C -16.87 10.60 26.62 0.01
N -16.64 11.38 25.38 0.02
C -17.51 12.55 25.39 0.00
C -18.75 12.06 24.74 0.00
N -18.96 10.95 24.05 0.03
C -20.17 11.14 23.38 0.00
C -20.81 10.23 22.51 0.00
C -22.06 10.65 22.10 0.00
C -22.59 11.91 22.43 0.00
C -21.87 12.81 23.15 0.00
C -20.70 12.33 23.73 0.00
N -19.82 12.92 24.62 0.00
C -16.46 9.12 26.46 0.02
N -16.08 8.58 25.31 0.01
C -15.74 7.21 25.58 0.00
C -15.32 6.16 24.73 0.00
C -15.05 4.94 25.30 0.00
C -15.41 4.72 26.64 0.00
C -15.78 5.73 27.51 0.00
C -16.01 7.01 26.94 0.00
N -16.43 8.22 27.43 0.01
H -17.95 10.55 26.79 0.00
H -16.49 11.07 27.52 0.00
H -15.69 11.66 25.30 0.00
H -17.05 13.22 24.71 0.00
H -17.60 12.99 26.40 0.00
H -20.52 9.23 22.21 0.00
H -22.65 10.00 21.47 0.00
H -23.54 12.20 22.04 0.00
H -22.20 13.83 23.35 0.00
H -19.77 13.92 24.89 0.00
H -15.03 6.32 23.72 0.00
H -14.79 4.10 24.73 0.00
H -15.22 3.75 27.12 0.00
H -16.04 5.61 28.52 0.00
H -16.77 8.31 28.37 0.00
C -14.66 -0.75 15.21 0.00
O -15.93 -0.26 15.65 0.00
C -15.99 0.84 16.40 0.00
C -17.23 1.07 17.07 0.00
C -17.35 2.20 17.89 0.00
C -16.31 3.15 17.97 0.00
C -15.21 2.97 17.16 0.00
C -15.04 1.81 16.41 0.00
C -16.37 4.28 18.88 0.00
N -15.42 5.24 18.98 0.00
C -15.79 6.01 20.01 0.00
C -16.93 5.58 20.58 0.00
N -17.32 4.50 19.79 0.00
C -17.60 6.26 21.61 0.00
C -18.76 5.84 22.20 0.01
C -19.25 6.57 23.28 0.00
C -18.65 7.75 23.59 0.01
N -17.56 8.15 22.96 0.02
C -16.94 7.42 22.06 0.01
C -15.62 7.75 21.66 0.00
N -14.97 8.73 22.37 0.02
C -13.72 8.95 22.06 0.01
C -13.05 8.28 21.02 0.00
C -13.72 7.38 20.21 0.00
C -15.00 7.00 20.63 0.00
H -14.98 -1.68 14.64 0.00
H -13.97 -0.96 16.00 0.00
H -14.17 -0.10 14.48 0.00
H -17.98 0.27 17.00 0.00
H -18.24 2.36 18.41 0.00
H -14.46 3.69 17.14 0.00
H -14.07 1.78 15.94 0.00
H -18.17 3.96 19.89 0.00
H -19.17 4.88 21.92 0.00
H -20.14 6.38 23.88 0.00
H -19.00 8.42 24.41 0.00
H -13.27 9.74 22.57 0.00
H -12.05 8.60 20.79 0.00
H -13.31 6.85 19.36 0.00
S -15.82 12.72 20.48 0.01
C -17.31 12.03 20.17 0.00
C -17.64 11.11 21.14 0.00
N -16.73 11.05 22.15 0.01
C -15.71 11.82 21.89 0.02
H -17.95 12.20 19.28 0.00
H -18.58 10.56 21.27 0.00
H -14.84 12.00 22.59 0.00
O -13.77 11.06 24.51 0.02
S -13.03 10.12 25.40 0.00
C -13.42 10.57 27.06 0.00
C -13.74 11.86 27.34 0.00
C -14.10 12.18 28.62 0.00
C -13.99 11.28 29.66 0.00
C -13.69 9.96 29.37 0.00
C -13.37 9.58 28.09 0.00
C -11.35 10.74 25.37 0.00
C -10.40 10.45 26.36 0.00
C -9.11 10.92 26.22 0.00
C -8.80 11.67 25.11 0.00
C -9.72 11.97 24.10 0.00
C -11.06 11.49 24.27 0.00
H -13.85 12.62 26.53 0.00
H -14.44 13.16 28.82 0.00
H -14.26 11.65 30.62 0.00
H -13.84 9.19 30.09 0.00
H -13.20 8.52 27.78 0.00
H -10.66 9.83 27.23 0.00
H -8.34 10.72 26.98 0.00
H -7.81 12.11 25.09 0.00
H -9.47 12.62 23.23 0.00
H -11.87 11.79 23.65 0.00



No. 6
43
Properties=species:S:1:pos:R:3:mulliken_charge:R:1 method="wB97M-V/def2-TZVPD" homo_lumo_gap_ev=9.122 e_homo_ev=-8.3 de_lowest_kj_mol=30.1 charge=0 largest_force_ha_per_bohr=0.018
C -3.43 -2.41 -0.10 -1.49
H -3.04 -2.31 -1.11 0.31
H -2.61 -2.46 0.60 0.32
H -3.98 -3.34 -0.04 0.46
C -4.36 -1.24 0.24 0.68
C -5.51 -1.16 -0.76 -1.58
H -6.14 -0.30 -0.56 0.36
H -5.14 -1.09 -1.78 0.33
H -6.13 -2.05 -0.69 0.44
C -3.60 0.09 0.34 -0.44
C -2.93 0.56 -0.96 -0.86
N -2.29 1.84 -0.80 -0.07
C -1.11 2.07 -0.20 0.40
N -0.82 3.36 0.00 -0.72
C 0.35 3.70 0.54 -0.42
N 1.32 2.90 0.92 -0.54
C 1.04 1.61 0.73 -0.19
N 1.83 0.56 1.03 0.87
N 1.22 -0.60 0.72 -1.20
C 0.05 -0.31 0.21 -0.37
C -0.16 1.09 0.17 0.97
H -0.60 -1.10 -0.10 0.56
C 3.16 0.60 1.57 -1.00
C 4.13 -0.11 0.65 0.27
C 4.41 0.39 -0.62 0.75
C 5.28 -0.28 -1.47 -0.61
C 5.89 -1.45 -1.05 -0.35
C 5.62 -1.95 0.21 -0.69
C 4.74 -1.29 1.05 -0.47
H 4.52 -1.68 2.03 0.33
H 6.08 -2.87 0.54 0.37
H 6.57 -1.97 -1.71 0.37
H 5.48 0.13 -2.44 0.42
Cl 3.67 1.85 -1.17 -0.19
H 3.41 1.66 1.66 0.32
H 3.17 0.13 2.55 0.43
H 0.51 4.76 0.67 0.42
H -2.86 2.67 -0.90 0.31
H -3.68 0.67 -1.74 0.31
H -2.18 -0.16 -1.29 0.24
H -4.29 0.87 0.67 0.31
H -2.82 0.00 1.11 0.34
H -4.79 -1.43 1.23 0.32